Formula: C5H4AgLiO7
Source: the OMol25 dataset
Level of theory: ωB97M-V/def2-TZVPD

Each line ends with the natural charge from an NBO analysis.
Geometry (Å):
O -1.4930 -3.7922 -3.9063  -0.566
C -1.3001 -4.7289 -3.2371  1.043
O -1.0471 -5.4773 -2.3498  -0.474
Ag -1.5363 -1.3631 -2.8474  0.672
O -0.9097 -2.1665 0.7728  -0.632
O -0.2504 -0.5283 -0.6622  -0.666
C 0.5405 0.1351 0.3023  -0.113
C -0.3123 1.1014 1.1137  -0.089
O 0.4763 1.7745 2.0896  -0.514
C -0.7587 -1.9068 -0.3947  0.371
H 0.9936 -0.6037 0.9803  0.192
H 1.3318 0.6788 -0.2306  0.184
H -1.0742 0.5473 1.6755  0.198
H -0.8072 1.8297 0.4593  0.190
O 1.8148 3.4406 2.6399  -0.837
O 1.0217 3.3658 0.5805  -0.867
C 1.1209 2.9021 1.7426  0.954
Li 2.1894 4.7916 1.2716  0.955

- Electronic energy: -874.1232 hartree
- LUMO (spin up / spin down): -1.355 / -1.355 eV


Formula: C4H6N2O
Source: the OMol25 dataset
Level of theory: ωB97M-V/def2-TZVPD

Each line ends with the natural charge from an NBO analysis.
Geometry (Å):
N 1.5315 -1.1964 1.0422  -0.791
C 0.6053 -0.6053 0.2187  0.113
C 0.6761 0.8249 -0.2109  0.628
O 0.6489 1.7371 0.6010  -0.574
N -0.0594 0.9326 -1.4093  -0.612
C -1.2373 0.3317 -0.7294  -0.264
C -0.6549 -0.9187 -0.1263  -0.284
H 2.1404 -0.5395 1.5114  0.392
H 1.1479 -1.8858 1.6749  0.383
H -1.2160 1.1260 0.1925  0.201
H -0.2637 1.9222 -1.5299  0.368
H -2.1116 0.1932 -1.3877  0.221
H -1.2553 -1.7534 0.2164  0.218

- Electronic energy: -340.6936 hartree
- LUMO: 0.832 eV
- Energy relative to the best compared isomer or geometry (same formula, charge and spin): 2.758 eV